The following is a quantum chemistry calculation of a structure of composition C23H27FFeN5S3, from the OMol25 dataset.

The expectation value of S² is 0.803. The total charge is 0. Its spin multiplicity is 2. The HOMO-LUMO gap (alpha / beta) is 6.5 / 6.3 eV. As for the maximum force: 1.71 eV/Å. Its LUMO energy (alpha / beta) is -0.718 / -0.909 eV. For the electronic energy, the calculation gives -101346.1083 eV.

Element x y z (Å)
Fe  0.33963  -0.18047  -0.38551
C  3.02443  1.94233  0.84249
N  2.32843  0.72703  1.24769
C  1.81243  0.80123  2.60689
C  0.51913  1.63253  2.68949
N  -0.34697  1.42713  1.52749
C  -0.49007  2.60143  0.67299
C  -1.57387  0.77723  1.89889
C  -2.69837  1.47653  2.30509
C  -3.84777  0.81453  2.70009
C  -3.87497  -0.57057  2.71629
C  -2.76217  -1.28697  2.32109
C  -1.60737  -0.62887  1.89939
S  -0.22747  -1.56767  1.38739
C  3.16333  -0.41307  1.01019
C  3.93003  -1.01137  1.99699
C  4.69623  -2.13307  1.71859
C  4.68923  -2.67687  0.44399
C  3.94843  -2.07937  -0.55751
C  3.20083  -0.93417  -0.29631
S  2.36213  -0.11897  -1.59391
H  3.94593  2.09503  1.41949
H  2.38333  2.80753  0.98409
H  3.27673  1.86533  -0.21391
H  2.54373  1.23853  3.30569
H  1.58513  -0.21727  2.92799
H  0.76413  2.69473  2.78379
H  -0.00977  1.33003  3.59859
H  -1.43047  3.13723  0.82559
H  -0.44257  2.28193  -0.37211
H  0.33133  3.29283  0.84439
H  -2.68957  2.55733  2.32839
H  -4.71667  1.38473  2.99509
H  -4.76117  -1.09117  3.04909
H  -2.77607  -2.36707  2.30959
H  3.93923  -0.60667  2.99929
H  5.30233  -2.56627  2.50139
H  5.26883  -3.56407  0.23469
H  3.93353  -2.49147  -1.55491
N  -0.53497  2.01463  -2.88331
N  -1.84197  2.44773  -2.57191
C  -2.76677  1.64573  -2.00011
N  -4.05197  2.04743  -2.10111
S  -2.40777  0.26613  -1.13821
H  0.15033  2.63643  -2.45131
H  -0.40147  1.06303  -2.51521
H  -2.16907  3.14873  -3.22741
H  -4.32827  2.84553  -2.64261
H  -4.75757  1.45283  -1.70461
F  -2.24127  -4.41687  -4.37301
C  -1.51077  -3.48357  -3.70651
C  -0.89557  -3.83337  -2.52061
C  -0.15507  -2.86907  -1.84711
C  -0.06657  -1.57747  -2.34001
C  -0.63877  -1.27397  -3.56591
C  -1.38587  -2.22207  -4.25241
H  -0.99827  -4.83667  -2.13631
H  0.35693  -3.14767  -0.93231
H  -0.51667  -0.29927  -4.01881
H  -1.87187  -1.98777  -5.18931

These are the Mulliken partial charges, in e, on atoms 1 to 4:
1. Fe 0.455
2. C -1.232
3. N 1.211
4. C -1.217


The following is a quantum chemistry calculation of an isolated molecule of C23H27FN4O3, from the OMol25 dataset.

The total charge is 0. Its spin multiplicity is 1. The HOMO-LUMO gap is 6.8 eV. The SMILES is O=C(CCN1C(=O)COc2ccccc21)NCCN1CCN(c2ccccc2F)CC1. As for the maximum force: 16.62 eV/Å. Its LUMO energy is -0.055 eV. Its energy above the lowest of the compared OMol25 structures with the same formula, charge and spin is 18.879 eV. For the electronic energy, the calculation gives -39092.3166 eV.

Element x y z (Å)
O  -1.79401  0.96672  -1.70859
C  -2.33317  0.68260  -0.64330
C  -2.24153  -0.65546  -0.11978
C  -1.10334  -0.87506  0.71626
N  -0.99958  -2.14789  1.24565
C  -1.80098  -2.45025  2.63740
O  -2.11543  -1.37268  3.19307
C  -1.83891  -3.75270  2.94433
O  -0.66223  -4.54326  2.46550
C  -0.39583  -4.60288  1.34186
C  0.30813  -5.54780  0.78816
C  0.67757  -5.46860  -0.50047
C  0.52166  -4.32144  -1.47926
C  -0.07167  -3.09685  -0.78379
C  -0.55882  -3.34139  0.51500
N  -2.67308  1.65069  0.09106
C  -2.94490  3.21942  -0.36341
C  -1.73797  4.11874  0.27984
N  -0.30960  3.86271  0.12699
C  0.09154  3.63668  -1.11869
C  1.86135  3.67924  -1.29266
N  2.27987  2.69745  -0.51454
C  2.21905  1.38144  -0.83813
C  2.20820  0.27875  0.02891
C  2.35348  -1.03650  -0.38563
C  3.01894  -1.17207  -1.68522
C  3.15415  -0.16423  -2.68066
C  3.07407  1.06582  -2.10250
F  3.46488  2.11149  -2.92769
C  1.91477  2.91792  1.10627
C  0.23794  2.69158  1.07701
H  -2.62831  -1.33166  -1.02034
H  -3.13332  -0.58362  0.80626
H  -0.34676  -0.72580  0.06874
H  -1.04034  -0.12927  1.61170
H  -2.00388  -3.78079  4.08935
H  -2.56480  -4.37423  2.65418
H  0.58384  -6.46478  1.42415
H  1.31929  -6.22675  -0.95822
H  0.76672  -4.37408  -2.44963
H  -0.38592  -2.36606  -1.39487
H  -3.09643  1.58059  1.04540
H  -3.74826  3.71299  -0.09476
H  -2.50732  3.34226  -1.21955
H  -1.98014  5.19322  0.05442
H  -1.95591  4.17445  1.49610
H  -0.29265  2.73087  -1.67954
H  -0.21518  4.44914  -1.72839
H  2.03481  4.63280  -0.73534
H  2.05912  3.52245  -2.32196
H  1.84519  0.17785  0.86911
H  2.37858  -1.87518  0.20043
H  3.11765  -2.22877  -2.23909
H  3.83183  -0.15969  -3.51138
H  2.10040  3.77328  1.01055
H  2.28136  2.23985  1.76836
H  -0.24442  1.82659  0.83085
H  0.02028  2.85216  2.01049

These are the Mulliken partial charges, in e, on atoms 1 to 4:
1. O -0.705
2. C 0.242
3. C 0.554
4. C -1.631


The following is a quantum chemistry calculation of an isolated molecule of C23H27N2O5P, from the OMol25 dataset.

The total charge is 0. Its spin multiplicity is 1. The HOMO-LUMO gap is 7.4 eV. The SMILES is CCN(CCc1ccc2c(c1C[C@@H](C)O)C(=O)c1ccc(P(N)O)cc1C2=O)C(C)=O. As for the maximum force: 4.52 eV/Å. Its LUMO energy is -1.244 eV. Its energy above the lowest of the compared OMol25 structures with the same formula, charge and spin is 11.617 eV. For the electronic energy, the calculation gives -46786.0527 eV.

Element x y z (Å)
C  -1.04347  2.07056  -2.76028
C  -2.12503  1.24371  -1.85878
N  -2.98744  2.17741  -1.07563
C  -3.42031  1.61184  0.23563
C  -2.61379  2.32656  1.46163
C  -1.06334  1.92175  1.24285
C  -0.17031  3.00779  0.58133
C  1.30830  2.64638  0.30913
C  1.79880  1.23688  0.69692
C  0.89656  0.15158  1.39416
C  -0.59394  0.51125  1.67130
C  -1.50805  -0.60710  2.35447
C  -1.81500  -0.31848  3.91917
C  -2.72987  -1.48335  4.56084
O  -0.55066  -0.11890  4.58814
C  1.55501  -1.27267  1.74710
O  1.37740  -1.89253  2.82076
C  2.53849  -1.85342  0.60519
C  2.56061  -3.35280  0.24430
C  3.54181  -3.77340  -0.91078
C  4.42200  -2.69759  -1.62818
P  5.58701  -3.15870  -3.07704
N  4.98627  -4.73773  -3.62654
O  7.21291  -3.29067  -2.51776
C  4.40167  -1.20336  -1.21024
C  3.44631  -0.76549  -0.07983
C  3.31375  0.77014  0.40031
O  4.28071  1.55694  0.50327
C  -4.09798  2.71868  -1.85243
C  -4.23003  2.57964  -3.46507
O  -5.03226  3.38840  -1.30231
H  -0.95566  3.13638  -2.36447
H  -1.32126  1.99980  -3.86306
H  -0.00380  1.58754  -2.64981
H  -1.47541  0.58970  -1.16217
H  -2.71976  0.48395  -2.49644
H  -3.09647  0.50093  0.25859
H  -4.54576  1.61021  0.41233
H  -3.00984  2.02036  2.48501
H  -2.72476  3.46287  1.33144
H  -0.57006  4.04168  0.27322
H  2.03630  3.37123  -0.17496
H  -1.03162  -1.65795  2.28622
H  -2.54206  -0.72051  1.85515
H  -2.41262  0.66150  4.02944
H  -2.22593  -1.96524  5.46737
H  -2.96928  -2.32069  3.80268
H  -3.72827  -1.01933  4.91252
H  -0.25372  -0.98164  4.94619
H  1.91099  -4.13920  0.77116
H  3.56530  -4.88306  -1.18555
H  4.92505  -5.34475  -2.79068
H  3.99664  -4.58737  -3.91581
H  7.65863  -2.51758  -2.94675
H  5.06278  -0.46340  -1.76205
H  -3.93678  1.54785  -3.84773
H  -5.31395  2.76817  -3.75560
H  -3.56479  3.42523  -3.88785

These are the Mulliken partial charges, in e, on atoms 1 to 4:
1. C -1.105
2. C -0.341
3. N 0.385
4. C -0.878


The following is a quantum chemistry calculation of an isolated molecule of C23H27N3O2, from the OMol25 dataset.

The total charge is 0. Its spin multiplicity is 1. The HOMO-LUMO gap is 8.2 eV. The SMILES is CCOC(=O)[C@@H]1CCCN([C@@H](c2ccccn2)c2c(C)[nH]c3ccccc23)C1. As for the maximum force: 0.60 eV/Å. Its LUMO energy is 0.787 eV. Its energy above the lowest of the compared OMol25 structures with the same formula, charge and spin is 1.499 eV. For the electronic energy, the calculation gives -32855.4482 eV.

Element x y z (Å)
C  1.73563  0.37813  -5.32866
C  0.82965  0.86271  -4.20536
O  0.10434  -0.21775  -3.62267
C  0.72357  -0.92846  -2.67783
O  1.83658  -0.68572  -2.28174
C  -0.08971  -2.12862  -2.23180
C  -1.60392  -1.96497  -2.37061
C  -2.12802  -0.98385  -1.32710
C  -1.70149  -1.41631  0.08056
N  -0.28220  -1.64234  0.22374
C  0.57566  -0.62474  0.78977
C  0.77804  0.70191  0.07860
C  1.96079  1.40031  0.32559
C  2.16096  2.62467  -0.27994
C  1.17595  3.12536  -1.11962
C  0.03754  2.36190  -1.29982
N  -0.15802  1.19041  -0.71752
C  0.16294  -0.36546  2.21966
C  0.56352  -1.14602  3.27306
C  1.43811  -2.34977  3.27193
N  0.02081  -0.66252  4.43459
C  -0.74710  0.43142  4.15507
C  -1.48879  1.24092  5.00366
C  -2.18960  2.28488  4.43961
C  -2.15623  2.51058  3.06169
C  -1.42084  1.71117  2.21569
C  -0.68919  0.65152  2.75572
C  0.25576  -2.51760  -0.78031
H  1.15442  -0.15265  -6.07903
H  2.49323  -0.29136  -4.92875
H  2.22702  1.22770  -5.79424
H  1.42209  1.35502  -3.42721
H  0.06759  1.54809  -4.58229
H  0.24665  -2.94403  -2.88704
H  -2.06572  -2.94478  -2.21667
H  -1.85673  -1.62332  -3.37502
H  -1.72162  0.00583  -1.52573
H  -3.21753  -0.93558  -1.37367
H  -2.20528  -2.36320  0.32724
H  -2.00815  -0.66812  0.81031
H  1.57167  -1.08560  0.83228
H  2.70800  0.97998  0.98139
H  3.07130  3.18163  -0.10805
H  1.29097  4.07551  -1.61843
H  -0.76992  2.69812  -1.93993
H  1.10978  -3.04631  2.50342
H  1.40469  -2.84794  4.23844
H  2.47296  -2.07776  3.06096
H  0.15868  -1.06115  5.34796
H  -1.51544  1.05430  6.06770
H  -2.77806  2.93627  5.06887
H  -2.72615  3.33287  2.65383
H  -1.41926  1.89463  1.15342
H  -0.16080  -3.52017  -0.60320
H  1.34088  -2.56977  -0.67250

These are the Mulliken partial charges, in e, on atoms 1 to 4:
1. C -1.339
2. C -0.035
3. O -0.209
4. C 0.261